Version one
Below is a cluster of 10 separate species, H22NO9 in total, with properties calculated with ωB97M-V with the def2-TZVPD basis set.

Structure (ORCA input):
```
! RIJCOSX wB97M-V def2-TZVPD def2/J DEFGRID3
* xyz 1 1
N 0.120 0.492 0.081
H -0.633 0.619 -0.383
H 0.668 1.364 0.075
H 0.637 -0.118 -0.565
H -0.062 0.139 1.031
O 2.890 0.560 1.132
H 2.698 0.927 1.958
H 3.718 -0.105 1.060
O 0.051 -2.097 2.695
H -0.853 -2.378 2.901
H 0.084 -1.596 3.417
O 1.049 -0.724 -2.829
H 0.574 -1.088 -3.706
H 1.725 -0.159 -2.921
O -2.708 -0.174 1.166
H -2.444 -0.045 2.169
H -3.603 0.117 0.905
O -2.016 1.357 -2.400
H -1.907 2.340 -1.930
H -2.901 1.033 -2.473
O 0.781 3.895 -0.802
H 1.126 4.881 -0.710
H 1.161 3.504 -1.554
O -0.567 -2.639 -0.419
H -0.114 -3.435 -0.790
H -0.373 -2.741 0.508
O 1.968 -3.310 -1.815
H 1.275 -4.068 -1.895
H 1.647 -2.391 -2.053
O -0.980 2.100 2.723
H -1.288 1.390 3.288
H -1.723 2.349 2.136
*
```

## Properties
LUMO level = -3.21 eV
frontier orbital gap = 10.198 eV

Charges per atom according to natural (NBO) partitioning, unit e: N -0.82; H 0.42; H 0.45; H 0.47; H 0.46; O -1.00; H 0.49; H 0.52; O -0.92; H 0.47; H 0.46; O -0.99; H 0.53; H 0.48; O -0.98; H 0.48; H 0.50; O -0.98; H 0.50; H 0.49; O -0.98; H 0.51; H 0.47; O -0.95; H 0.47; H 0.48; O -0.98; H 0.47; H 0.50; O -0.94; H 0.46; H 0.48

***

Version two
Below is a cluster of 10 separate species, H22NO9 in total, with properties calculated with ωB97M-V with the def2-TZVPD basis set.

Structure (ORCA input):
```
! RIJCOSX wB97M-V def2-TZVPD def2/J DEFGRID3
* xyz 1 1
N -16.577 16.111 8.671
H -16.860 16.848 9.368
H -17.415 15.704 8.105
H -16.170 15.533 9.410
H -15.730 16.398 8.060
O -19.311 17.391 8.199
H -18.927 18.250 8.316
H -20.144 17.602 7.750
O -13.411 15.015 8.808
H -13.453 15.351 7.836
H -12.801 15.191 9.386
O -17.692 13.719 6.531
H -18.478 13.143 6.502
H -17.717 14.144 5.718
O -18.783 18.769 10.839
H -19.007 18.085 10.316
H -18.450 19.435 10.237
O -15.116 16.410 11.461
H -15.513 16.819 12.301
H -14.492 17.020 11.445
O -13.903 15.818 5.913
H -13.976 14.865 5.657
H -13.240 16.310 5.427
O -16.832 19.652 8.976
H -17.208 19.638 8.148
H -16.741 20.676 9.276
O -16.508 17.722 6.220
H -16.965 18.571 6.417
H -15.640 17.983 5.934
O -18.112 13.829 9.900
H -19.074 14.134 9.705
H -18.133 14.051 10.769
*
```

## Properties
LUMO level = -3.18 eV
frontier orbital gap = 10.975 eV

Charges per atom according to natural (NBO) partitioning, unit e: N -0.92; H 0.45; H 0.50; H 0.47; H 0.47; O -0.95; H 0.46; H 0.49; O -1.00; H 0.51; H 0.48; O -0.95; H 0.48; H 0.47; O -0.93; H 0.45; H 0.47; O -0.93; H 0.48; H 0.46; O -0.99; H 0.51; H 0.50; O -0.95; H 0.45; H 0.51; O -0.94; H 0.46; H 0.49; O -0.93; H 0.47; H 0.46

***

Need the numbers? Relative energies in kJ/mol: version one 64.4; version two 0.0.